A molecular structure, C36H35BeCl3GeN4O5 in a non-equilibrium geometry, computed with the ωB97M-V functional and the def2-TZVPD basis.

Element x y z (Å)
C  -0.3375  -5.5901  0.8220
C  1.0104  -5.6617  2.8868
H  2.5153  -0.3581  -3.7942
C  0.1439  -2.9716  3.3265
Cl  3.4702  4.6302  -3.7851
H  4.2614  -5.1481  -1.7266
Be  0.8789  0.1458  -1.2313
H  3.5162  -0.9647  -0.9660
H  2.9287  4.3625  1.7879
Cl  -0.0810  4.0640  -3.5537
C  1.2193  -3.6059  -0.9261
N  -0.7850  -4.8581  -0.2951
C  0.3925  -7.6719  1.8172
C  3.3376  3.0034  0.1439
C  -1.3505  0.8509  -2.3846
C  0.9239  1.8405  0.7482
H  -3.0346  2.0512  -1.9527
H  -0.7177  -2.8280  -1.0354
H  -3.9249  3.5860  4.6856
H  1.6977  -5.1437  3.5939
C  1.3386  2.9788  1.5370
C  -0.4756  0.5234  -3.4291
C  -2.9483  1.4334  -4.0748
H  2.5066  1.4156  -3.1877
H  -0.1984  -1.9341  3.1952
C  2.1972  -4.6086  -1.1653
O  0.9122  -1.3041  -0.6627
H  -3.5716  5.1223  -0.3805
C  2.5587  3.5164  1.2363
H  3.4045  1.5559  -1.4633
Cl  1.2176  6.9161  -1.8561
C  3.9844  -3.0259  -1.4833
C  -2.5315  4.9642  -0.1607
H  4.9941  -2.8062  -1.6685
C  -3.8556  3.1269  3.6687
H  -0.9091  -7.4840  0.0519
H  -3.9048  1.7380  -4.4510
C  1.9969  0.6295  -3.7154
C  1.0410  -7.0528  2.8581
H  -1.7449  -5.1132  -0.5177
C  2.8491  1.9411  -0.6161
C  -0.1664  -3.7494  -0.8056
H  -4.1300  0.0353  2.2875
C  0.9882  4.1852  3.6016
C  3.1327  -1.9924  -1.0707
C  -0.3400  -6.9754  0.8327
H  1.5776  -7.6278  3.6094
H  2.0532  4.0621  3.7176
H  0.7710  5.2169  3.3563
C  -3.1802  1.7117  1.3470
O  0.5021  3.3631  2.5433
O  -2.1928  3.6687  0.4334
O  0.0366  -3.5732  1.9823
O  0.8312  0.3218  -2.8994
Ge  1.7455  4.7973  -2.3580
H  -2.1752  5.8050  0.4290
C  -0.7997  0.5442  -4.7421
H  1.1540  -2.9532  3.8262
C  -2.0688  1.0199  -5.0306
H  -1.9402  4.8860  -1.0887
C  3.5239  -4.3523  -1.5225
H  4.3283  3.4540  -0.0741
N  -2.5920  0.8990  0.3732
N  -0.3417  1.2551  1.0973
C  1.7554  -2.2644  -0.9001
C  -2.9439  3.1291  1.4619
N  -0.7652  0.7803  -1.1220
H  0.4177  -8.7536  1.7117
C  1.6277  1.3671  -0.3118
C  -3.9372  1.1336  2.3622
H  1.8106  -5.6108  -1.2388
C  -2.5183  1.4844  -2.7398
H  1.6619  0.9866  -4.7570
H  -0.0835  0.2148  -5.5028
H  -0.6532  1.3024  2.0585
H  -3.1586  0.5418  -0.3925
H  0.4683  3.8253  4.4823
H  -3.2591  4.9580  2.5651
H  -0.5109  -3.3662  4.1106
C  0.2885  -4.9119  1.9389
C  -3.3598  3.8489  2.5648
C  -4.2046  1.7813  3.5614
H  -2.3188  1.0373  -6.0803
H  -4.6772  1.2474  4.4174
C  -1.2829  1.0021  0.0892

As for the net charge: +1. As for the spin multiplicity: 2. For the HOMO energy (spin up / spin down), the calculation gives -0.3732 / -0.3736 hartree. The HOMO-LUMO gap (spin up / spin down) is 6.28 / 5.36 eV.

Löwdin population analysis, charges in e, atoms 1 to 2: C -0.1865; C -0.0132

C18H20N4O2S in the gas phase in a non-equilibrium geometry, computed with the ωB97M-V functional and the def2-TZVPD basis.

Element x y z (Å)
H  -3.1057  -1.6789  -2.2714
C  -3.1249  -4.2680  -0.3347
H  3.4892  -1.9107  0.7374
H  1.4890  -2.4505  2.2905
S  -0.1561  -2.3115  0.6188
H  -3.7885  -4.9151  0.2124
H  -1.6638  -2.6112  -1.7439
C  -3.5139  2.8364  0.2432
H  5.3970  -0.4449  0.9197
H  -1.8075  2.3069  2.8522
C  -2.8145  0.2389  -0.4884
H  -4.9099  2.5996  -1.2000
H  3.5590  2.3616  -2.6867
H  -2.1685  -4.6813  -0.6099
H  -2.1572  3.8635  2.0462
N  -4.1497  2.1064  -0.7447
C  3.7089  -0.0754  -0.3411
C  3.2033  0.7258  -1.3574
N  -1.1493  0.1785  1.0304
N  -2.1834  -0.9856  -0.5746
O  -4.5569  0.3307  -2.1146
H  -0.6783  2.9444  1.6416
C  -2.1421  0.9304  0.5107
C  -1.7288  2.8710  1.9229
C  -3.4647  -3.0359  -0.6582
C  1.9042  -0.5626  1.3032
O  -3.8621  3.9610  0.5202
C  0.9522  -1.5959  1.8790
H  1.3215  0.2435  0.8545
H  5.8390  2.7806  -1.8410
C  5.2433  1.9839  -1.4208
C  2.8585  -1.1562  0.2625
H  2.2720  -1.6451  -0.5190
N  -2.4693  2.1992  0.8787
H  6.7537  1.3704  -0.0345
H  0.3079  -1.1560  2.6379
C  5.7556  1.1924  -0.4077
C  -1.2099  -0.9645  0.3611
H  -4.4220  -2.6213  -0.3735
C  3.9638  1.7481  -1.8949
H  2.4825  -0.1360  2.1264
C  4.9914  0.1711  0.1293
C  -3.9012  0.8151  -1.2153
H  2.2060  0.5423  -1.7328
C  -2.5699  -2.0951  -1.4137

As for the spin multiplicity: 1. For the HOMO energy, the calculation gives -0.2974 hartree. The HOMO-LUMO gap is 8.62 eV.

natural (NBO) population analysis, charges in e, atoms 1 to 2: H 0.2563; C -0.3663

C5H7N in the gas phase in a non-equilibrium geometry, computed with the ωB97M-V functional and the def2-TZVPD basis.

Element x y z (Å)
C  0.8432  -0.6606  -1.4984
C  -0.3943  0.1293  0.2740
H  2.0298  1.0789  -1.7060
H  0.4451  2.0599  0.1825
C  -0.3828  -0.9134  -0.6286
H  -0.9101  -1.8518  -0.5551
C  -1.0582  0.0731  1.5205
N  0.5998  1.0718  -0.0156
C  1.3145  0.4978  -1.0646
H  -1.3576  1.1594  1.7472
H  -0.4838  -0.5495  2.2871
H  1.1966  -1.4034  -2.0852
H  -1.8422  -0.6912  1.5421

As for the spin multiplicity: 1. For the HOMO energy, the calculation gives -0.2967 hartree. The HOMO-LUMO gap is 9.13 eV.

natural (NBO) population analysis, charges in e, atoms 1 to 2: C -0.2918; C 0.1152

A molecular structure, C10H15NNaO5, computed with the ωB97M-V functional and the def2-TZVPD basis.

Element x y z (Å)
H  2.6171  -1.1823  1.7382
C  2.0423  -0.5370  -0.2891
O  -1.2133  -1.9145  -1.7492
C  -0.3221  -0.5092  2.4339
O  0.3259  -2.3490  1.0848
C  2.9875  -1.1395  0.7165
H  0.9726  1.5614  -1.8720
N  0.7002  -0.2810  0.1413
H  -0.2567  0.5766  2.4007
H  -2.3284  0.6104  -1.0715
C  -0.0482  2.5757  -0.2926
H  -0.6149  3.4519  -0.6091
O  0.1901  -0.8432  -3.1406
C  0.2320  -1.1674  1.1928
H  -3.1304  -1.5982  -1.1053
O  1.2242  3.0684  0.0633
H  -0.7320  1.7633  -2.2022
H  -1.8890  0.2705  0.6197
Na  -3.8810  0.7335  0.7625
O  2.3921  -0.2118  -1.3815
H  -1.3637  -0.8225  2.5655
H  -1.9811  -2.1858  0.1229
C  -0.0127  1.5282  -1.4118
H  1.7407  2.3555  0.4524
C  -2.1082  -1.5107  -0.7235
C  -0.2834  0.1145  -0.9145
H  0.2212  -0.8922  3.2988
H  3.2380  -2.1452  0.3767
C  -0.3445  -0.9014  -2.0852
H  -0.5432  2.1644  0.6059
H  3.8990  -0.5426  0.6882
C  -1.7304  -0.0405  -0.4161

As for the net charge: +1. As for the spin multiplicity: 1. For the HOMO energy, the calculation gives -0.4696 hartree. The HOMO-LUMO gap is 7.33 eV.

natural (NBO) population analysis, charges in e, atoms 1 to 2: H 0.2147; C 0.7102

2 unconnected molecules or ions with the total composition C3H12N3S, computed with the ωB97M-V functional and the def2-TZVPD basis.

Element x y z (Å)
H  0.4731  -2.4435  1.7626
C  1.9484  -1.3040  1.6612
S  -1.1114  1.4571  -3.3916
H  2.6085  -2.0981  2.0059
C  -0.8266  0.1668  -0.9359
H  2.1300  0.6855  1.2124
N  -1.3154  0.0222  0.4619
N  0.6936  -1.4914  1.5042
H  -0.8692  -0.8036  -1.4217
H  3.5497  -0.1266  1.7922
H  -0.6934  -0.6462  1.0231
H  -2.6914  0.8232  -1.7954
H  -1.6947  2.1114  -1.0982
H  -2.2776  -0.3166  0.5065
H  0.2091  1.5731  -3.1016
H  0.2157  0.4659  -0.8694
C  -1.6708  1.1932  -1.6883
H  -1.3040  0.9011  0.9751
N  2.6263  -0.1696  1.3972

As for the net charge: +1. As for the spin multiplicity: 1. For the HOMO energy, the calculation gives -0.4653 hartree. The HOMO-LUMO gap is 9.57 eV.

natural (NBO) population analysis, charges in e, atoms 1 to 2: H 0.3784; C 0.3421

A molecular structure, C4H12FK2O2 in a non-equilibrium geometry, computed with the ωB97M-V functional and the def2-TZVPD basis.

Element x y z (Å)
C  10.4802  -10.1783  -23.8908
H  12.2502  -10.4576  -23.0920
K  14.9393  -12.2352  -22.3712
C  12.6688  -6.9154  -21.3885
H  13.2932  -5.7589  -23.1970
K  15.8221  -8.8793  -23.5580
H  9.8503  -9.5358  -25.8376
H  10.4320  -9.1963  -23.4006
O  11.4691  -10.9871  -23.3042
C  12.8128  -6.6968  -22.8841
H  9.4839  -10.6042  -23.7695
H  12.4198  -8.8128  -21.3563
H  11.5338  -9.1417  -25.4962
F  13.7508  -9.7152  -22.0931
H  10.9569  -10.8562  -25.8787
C  10.7700  -9.9081  -25.3735
H  13.5958  -6.9766  -20.8077
H  12.1090  -6.0681  -20.9786
O  11.8236  -8.0528  -21.1886
H  11.8193  -6.5786  -23.3184
H  13.3166  -7.5128  -23.4035

As for the net charge: +1. As for the spin multiplicity: 1. For the HOMO energy, the calculation gives -0.4375 hartree. The HOMO-LUMO gap is 7.16 eV.

natural (NBO) population analysis, charges in e, atoms 1 to 2: C -0.0679; H 0.4872